Entry 1:
{
  "formula": "C4H4FNS",
  "method": "wB97M-V/def2-TZVPD",
  "symbols": ["S", "F", "N", "C", "C", "C", "C", "H", "H", "H", "H"],
  "xyz": [[-1.897526, 1.772177, 2.491767], [-0.684801, -1.709612, 2.993201], [-1.451854, 0.401315, 3.250674], [-0.966078, -0.476698, 2.541898], [-0.672461, 0.228448, 0.708367], [-1.345534, 1.326161, 0.818482], [0.201032, -0.627335, -0.140579], [1.080613, -0.861970, 0.490494], [0.441424, -0.127142, -1.097689], [-0.522989, -1.462121, -0.502767], [-1.709673, 1.988454, 0.152234]],
  "forces_ev_per_a": [[-0.12, 0.40, -1.06], [0.12, 0.82, -0.55], [-0.76, 0.22, 1.35], [1.55, 0.07, -4.00], [0.19, -2.85, 3.86], [-0.04, -0.70, 3.15], [-2.13, -0.23, -0.99], [-0.51, -0.51, -0.92], [0.34, 0.01, 0.65], [1.88, 0.60, 0.97], [-0.50, 2.17, -2.48]],
  "lowdin_charge": [0.908, 0.063, -0.312, -0.328, -0.195, -0.361, -0.086, 0.090, 0.078, 0.117, 0.026],
  "charge": 0,
  "homo_ev": -8.74
}


Entry 2:
{
  "formula": "C3H12O3",
  "method": "wB97M-V/def2-TZVPD",
  "symbols": ["O", "O", "O", "C", "C", "C", "H", "H", "H", "H", "H", "H", "H", "H", "H", "H", "H", "H"],
  "xyz": [[1.568567, 4.168437, 4.368812], [1.165167, 4.554195, 1.660209], [-1.360254, -2.039254, 0.011355], [-1.790811, -2.221864, -1.345077], [0.542349, -1.819354, -2.048926], [-0.721495, -2.790349, -2.234128], [0.992679, -1.609900, -3.034418], [0.632028, 4.025189, 4.227337], [-1.675216, -2.790077, 0.508790], [0.221177, -0.848625, -1.680134], [1.531347, 4.458453, 2.551474], [1.619723, 4.480218, 5.296200], [1.763734, 5.127370, 1.172169], [-2.644153, -2.880669, -1.341585], [-0.334531, -3.762330, -1.940811], [1.291955, -2.091746, -1.283524], [-0.817775, -2.812702, -3.318402], [-1.984490, -1.146992, -1.569341]],
  "forces_ev_per_a": [[0.15, 0.23, 1.11], [-0.13, -0.05, -0.11], [0.30, -0.51, 0.00], [-0.14, 0.92, 0.28], [-0.22, 0.10, -0.26], [3.38, 1.51, 0.50], [0.22, -0.33, 0.54], [-0.37, -0.12, -0.01], [0.08, -0.26, 0.34], [-0.33, 0.19, -0.09], [0.25, 0.23, -0.29], [0.10, -0.22, -0.86], [0.00, -0.06, 0.15], [-0.81, 0.23, -0.19], [-0.57, -0.37, 0.22], [-0.33, -0.44, -0.66], [-1.10, 0.00, 0.14], [-0.48, -1.05, -0.83]],
  "lowdin_charge": [-0.057, -0.072, -0.081, -0.287, -0.109, -0.210, 0.063, 0.047, 0.073, 0.052, -0.021, 0.071, 0.032, 0.105, 0.096, 0.071, 0.097, 0.129],
  "smiles": "CCCO.O.O",
  "charge": 0,
  "homo_ev": -10.30
}


Entry 3:
{
  "formula": "C5H7FN2O2",
  "method": "wB97M-V/def2-TZVPD",
  "symbols": ["F", "O", "O", "N", "N", "C", "C", "C", "C", "C", "H", "H", "H", "H", "H", "H", "H"],
  "xyz": [[-0.705111, -2.132375, -0.839908], [0.989784, 1.084955, -0.698923], [1.792576, -0.734871, 0.491231], [-1.652859, 0.336096, 1.252063], [-1.029287, -0.685493, 0.990671], [-1.783603, 0.171361, -1.081371], [1.031258, 0.007957, -0.219903], [-2.316157, 0.987474, 0.126948], [3.199687, -0.485128, 0.720727], [-0.975231, -0.893175, -0.403069], [3.460420, -1.338660, 1.431137], [-1.052511, 0.797769, -1.590635], [-3.409397, 1.040349, 0.410000], [3.686407, -0.463102, -0.194726], [-2.000669, 2.072761, -0.028716], [3.368798, 0.457077, 1.318755], [-2.604100, -0.223003, -1.684285]],
  "forces_ev_per_a": [[0.30, 1.52, 0.01], [0.93, 1.10, 0.33], [0.25, -0.14, 0.46], [-1.80, 3.71, 2.50], [1.65, -3.82, -3.29], [-0.37, -0.13, -0.28], [1.05, -0.41, -1.34], [0.56, 0.77, -0.56], [-0.39, 0.07, 3.93], [-3.68, -1.04, 3.27], [0.08, 1.08, -1.39], [-0.55, -0.01, -0.75], [0.97, -0.45, -0.82], [1.13, -0.14, -1.52], [-0.25, -1.34, 0.70], [-0.34, -0.79, -0.87], [0.45, 0.01, -0.38]],
  "mulliken_spin": [0.040, 0.206, -0.048, 0.438, -0.041, 0.012, 0.739, 0.000, 0.074, 0.492, 0.001, 0.021, 0.031, 0.000, 0.020, 0.006, 0.010],
  "charge": 0,
  "multiplicity": 3,
  "homo_ev": [-6.01, -8.91]
}


Entry 4:
{
  "formula": "C40H36BF6N9O7STl",
  "method": "wB97M-V/def2-TZVPD",
  "symbols": ["Tl", "S", "F", "F", "F", "F", "F", "F", "O", "O", "O", "O", "O", "O", "O", "N", "N", "N", "N", "N", "N", "N", "N", "N", "C", "C", "C", "C", "C", "C", "C", "C", "C", "C", "C", "C", "C", "C", "C", "C", "C", "C", "C", "C", "C", "C", "C", "C", "C", "C", "C", "C", "C", "C", "C", "C", "C", "C", "C", "C", "C", "C", "C", "C", "B", "H", "H", "H", "H", "H", "H", "H", "H", "H", "H", "H", "H", "H", "H", "H", "H", "H", "H", "H", "H", "H", "H", "H", "H", "H", "H", "H", "H", "H", "H", "H", "H", "H", "H", "H", "H"],
  "xyz": [[0.273225, -0.212237, -1.112031], [2.488225, -1.647337, -1.685831], [5.888925, -5.352237, 1.430469], [3.598525, -4.185337, -2.520331], [4.936425, -3.075337, 2.632869], [1.991025, -1.828037, 5.836969], [3.441825, -1.337337, 1.273269], [5.199825, -5.873837, -1.170031], [0.357625, 2.315663, -6.820131], [1.698825, 0.564863, -2.959131], [0.625325, 2.019463, -0.711531], [1.870125, 1.396963, -5.002031], [1.756125, 3.873963, -0.321431], [1.130325, -0.025337, 1.283869], [-1.767875, 2.913663, -6.983731], [-0.817675, -1.465737, -2.972531], [-0.908475, -2.189437, -0.181531], [-2.138375, 1.764663, -3.023831], [-2.166475, -2.378637, -0.597431], [2.150725, 3.184263, 3.610769], [-2.957775, -0.058437, -0.830431], [-0.913775, 1.304063, -2.816331], [-2.157475, -1.371237, -2.883231], [-1.934575, 0.406563, -0.096031], [3.800325, -2.470737, 0.652869], [-2.282775, 2.240163, -4.269231], [5.085525, -4.506537, 0.757369], [4.735125, -4.764237, -0.565931], [2.313625, 1.759163, 5.557369], [-2.383875, 1.412163, 0.642669], [1.232225, 1.125663, -3.966531], [2.281025, 0.489963, 6.093569], [3.395425, -2.712437, -0.671631], [-1.715375, -3.979237, 0.846369], [2.094825, 1.935963, 4.177669], [1.684725, 2.297463, 1.424269], [0.708025, -3.244437, 1.364269], [-2.685875, -3.460137, 0.011869], [-4.162375, -1.424137, -4.400731], [-2.705675, -1.503937, -4.108331], [2.586825, 2.945563, 6.434569], [3.908625, -3.893537, -1.248631], [-1.584375, 2.140763, 1.660069], [4.600725, -3.352637, 1.360469], [-0.841775, 2.484663, -6.324731], [-0.227175, 1.501763, -3.924231], [-0.608375, -3.139437, 0.688969], [-0.501675, -1.668937, -4.245931], [-1.064575, 2.098963, -4.905631], [1.775425, -0.453237, 3.935169], [0.870525, -1.880937, -4.761331], [-3.735275, 1.631563, 0.350169], [2.307825, 4.387763, 4.411369], [-4.077575, -3.939837, -0.200131], [3.189525, 4.081263, 5.619469], [-1.678675, -1.695537, -5.006431], [1.817025, 0.819463, 3.363269], [-4.065075, 0.671463, -0.587331], [-5.384475, 0.452963, -1.237731], [0.937225, 4.962363, 4.786169], [1.369225, 2.753863, -0.010331], [2.018125, -0.600537, 5.275769], [1.978125, 3.308663, 2.278469], [1.519625, 0.959263, 1.921369], [-2.891475, -1.421237, -1.546531], [-4.566275, -0.475737, -4.051631], [-5.741175, -0.560337, -1.066031], [-2.246575, 2.629863, 2.374269], [3.302725, 4.977463, 6.232169], [-1.763175, -1.838937, -6.064031], [-1.793075, -4.838437, 1.481069], [1.185225, -2.270037, 1.351469], [1.653925, 3.279563, 6.895669], [-0.969775, 2.898763, 1.179669], [2.820325, 5.126063, 3.782869], [-4.789475, -3.179937, 0.119769], [2.066725, 4.306863, 1.870269], [0.577425, -3.583137, 2.391369], [4.177525, 3.785063, 5.258669], [-4.310075, -1.495137, -5.474631], [-5.323675, 0.605863, -2.314531], [0.917325, -2.820737, -5.310531], [-4.713675, -2.229537, -3.916931], [-4.253775, -4.150037, -1.253331], [-0.930975, 1.446363, 2.178469], [3.262525, 2.656963, 7.239869], [-3.203975, 2.642463, -4.638231], [-3.996475, -1.802837, -1.729131], [0.351425, 4.248663, 5.360769], [-4.239975, -4.845537, 0.378469], [-6.104375, 1.151463, -0.820131], [0.382725, 5.204663, 3.881469], [1.143225, -1.081537, -5.447531], [2.463425, 0.338463, 7.144869], [-4.376075, 2.380163, 0.772669], [1.563125, -1.302137, 3.309169], [1.057825, 5.871563, 5.374069], [1.036725, 1.951063, -6.118231], [1.585725, -1.902037, -3.945031], [-2.825375, 1.744963, -2.285531], [1.342225, -3.963037, 0.845469]],
  "forces_ev_per_a": [[0.86, 0.02, -0.07], [-0.18, 0.53, 0.13], [-0.21, 0.19, -0.14], [0.11, -0.11, 0.22], [0.00, -0.06, -0.14], [0.01, 0.01, -0.02], [0.08, -0.22, -0.07], [-0.07, 0.19, 0.13], [0.52, -0.11, 0.09], [-0.31, -0.16, 0.42], [-0.47, -0.94, -0.36], [0.02, 0.16, -0.44], [0.14, 0.25, -0.04], [-0.29, -0.03, -0.20], [-0.03, 0.07, -0.05], [0.75, -0.13, 0.29], [0.99, 0.49, 0.09], [-0.16, 0.16, -0.33], [-0.58, -0.50, 0.02], [0.13, 0.13, -0.54], [-0.74, 0.29, -0.07], [0.45, -0.17, 0.35], [-0.51, -0.10, -0.41], [0.75, 0.13, 0.26], [0.01, -0.10, -0.47], [0.30, 0.11, -0.27], [-0.14, 0.10, -0.15], [0.14, -0.13, 0.22], [0.00, -0.07, 0.07], [-0.28, 0.08, -0.05], [-0.25, 0.10, 0.00], [-0.03, 0.02, -0.27], [0.30, -0.51, 0.61], [-0.21, 0.14, -0.22], [-0.09, -0.76, 0.13], [-0.12, -0.13, -0.63], [0.04, 0.06, -0.17], [0.10, -0.29, 0.28], [0.07, -0.06, 0.17], [0.18, -0.04, -0.37], [0.08, 0.13, -0.02], [-0.25, 0.37, 0.17], [0.17, 0.05, -0.22], [0.14, -0.12, -0.02], [-0.20, -0.10, 0.06], [-0.33, 0.29, -0.21], [-0.23, -0.07, 0.01], [-0.39, -0.13, -0.02], [-0.07, -0.05, 0.29], [0.09, -0.12, 0.30], [0.21, 0.11, 0.09], [0.07, -0.19, -0.21], [0.01, 0.56, 0.35], [0.05, 0.12, -0.08], [-0.09, -0.03, -0.05], [-0.13, 0.04, 0.28], [0.06, 0.13, 0.17], [-0.13, 0.24, 0.25], [0.03, -0.17, 0.01], [0.24, -0.07, -0.08], [0.39, 0.37, 0.77], [-0.11, 0.10, -0.23], [0.04, -0.06, 0.08], [0.03, 0.43, 0.30], [0.51, -0.05, 0.07], [-0.14, 0.04, -0.04], [-0.08, -0.07, -0.05], [0.00, -0.06, 0.01], [0.01, 0.00, -0.07], [-0.02, -0.01, -0.26], [-0.05, -0.20, 0.13], [0.16, -0.01, 0.06], [0.01, 0.01, 0.09], [0.07, 0.07, 0.03], [-0.05, -0.20, 0.05], [-0.15, -0.04, -0.01], [-0.02, 0.03, -0.04], [0.02, 0.01, 0.06], [0.02, 0.04, 0.04], [-0.05, 0.03, -0.06], [-0.10, 0.00, -0.06], [-0.01, -0.07, 0.00], [-0.09, -0.01, 0.03], [-0.12, -0.06, -0.04], [0.03, 0.01, 0.13], [-0.03, 0.00, 0.05], [-0.18, 0.11, -0.06], [-0.29, -0.04, -0.06], [-0.06, -0.07, 0.04], [-0.04, -0.04, 0.01], [-0.06, 0.06, -0.03], [-0.06, 0.02, -0.03], [0.09, 0.05, -0.05], [0.03, -0.05, 0.18], [-0.15, 0.10, 0.08], [-0.03, -0.13, -0.10], [0.00, 0.05, 0.03], [-0.40, 0.13, -0.05], [0.07, -0.05, -0.15], [0.14, -0.08, 0.05], [0.08, -0.02, 0.01]],
  "lowdin_charge": [0.962, 0.808, 0.096, 0.073, 0.099, 0.058, 0.085, 0.098, 0.102, -0.142, -0.081, 0.036, 0.036, -0.055, 0.059, 0.060, 0.053, 0.063, 0.032, 0.003, 0.012, 0.062, 0.022, 0.076, -0.243, 0.001, -0.140, -0.145, -0.138, -0.305, -0.577, 0.046, -0.518, 0.019, -0.078, -0.023, -0.018, -0.269, -0.016, -0.274, -0.139, -0.244, 0.001, -0.145, -0.529, -0.116, -0.310, -0.316, -0.039, 0.081, -0.024, 0.017, -0.315, -0.027, -0.134, 0.026, -0.027, -0.301, -0.016, -0.023, -0.615, -0.251, 0.029, -0.312, -0.536, 0.061, 0.077, 0.084, 0.118, 0.111, 0.103, 0.032, 0.116, 0.081, 0.150, 0.078, 0.145, 0.089, 0.128, 0.082, 0.068, 0.087, 0.078, 0.081, 0.076, 0.119, 0.130, 0.110, 0.079, 0.077, 0.081, 0.083, 0.083, 0.126, 0.106, 0.115, 0.083, 0.066, -0.001, 0.134, 0.087],
  "charge": -1,
  "homo_ev": -5.23
}


Sequential relative energy (zero: lowest compared OMol25 entry of this formula, charge and spin) output: 53.52, 19.20, 0.00, 31.19 kcal per mole